Entry 1:
Entry from OMol25: the ion C2H4N with charge +1 (the ωB97M-V functional and the def2-TZVPD basis).

Structure (ORCA input):
```
! wB97M-V def2-TZVPD RIJCOSX def2/J DEFGRID3
* xyz 1 1
N -0.091 -0.266 0.299
C 0.127 0.670 -0.661
C -0.154 -1.105 1.088
H -0.062 1.650 -0.242
H -0.362 -2.061 1.907
H 1.086 0.462 -0.971
H -0.544 0.649 -1.421
*
```

Gap between HOMO and LUMO   13.83 eV
Maximum force   5.545 eV/A

Entry 2:
Entry from OMol25: a cluster of 9 separate species, C23H71O30P7 in total (the ωB97M-V functional and the def2-TZVPD basis).

Structure (ORCA input):
```
! wB97M-V def2-TZVPD RIJCOSX def2/J DEFGRID3
* xyz 0 1
P -4.126 1.620 4.001
P 2.664 -2.259 4.161
P 0.376 5.676 2.808
P -0.812 4.751 -2.765
P -0.708 -2.081 -5.453
P 3.895 0.064 -1.405
P -1.778 -6.617 -0.879
O -1.459 -5.463 0.169
O 4.939 -0.128 -0.200
O -0.389 -2.766 -6.847
O 1.103 6.912 3.139
O -0.437 3.688 -1.627
O -4.914 0.530 4.866
O 1.873 -1.701 2.907
O 0.430 4.577 -3.786
O 3.134 -3.752 3.776
O -1.091 5.901 2.263
O 1.953 -2.204 5.457
O -0.436 -7.498 -0.783
O 0.403 -2.793 -4.552
O -2.128 4.672 -3.401
O -2.763 0.803 3.808
O 4.072 -1.487 4.031
O -4.733 2.153 2.796
O 3.990 1.617 -1.696
O -0.517 6.165 -2.045
O -2.958 -1.363 -2.598
O 1.103 4.789 1.664
O -3.719 2.741 5.080
O -0.199 -0.573 -5.586
O -2.102 -2.239 -4.997
O 0.092 4.635 3.979
O -2.962 -7.441 -0.182
O 0.227 0.227 0.543
O 4.552 -0.587 -2.707
O 2.532 -0.355 -1.052
O -2.066 -6.149 -2.251
C 1.164 4.122 4.782
C 4.274 -1.962 -2.967
C -0.165 -8.134 0.459
C -2.501 -4.542 0.465
C 4.892 0.568 1.034
C 0.717 5.622 -4.690
C -0.719 -0.687 0.050
C 0.811 6.404 -1.534
C 0.803 3.434 1.526
C -3.846 -8.277 -0.944
C 5.199 2.244 -2.142
C -1.397 7.076 1.455
C -1.124 0.505 -5.838
C 2.150 -4.799 3.885
C -6.296 0.818 5.082
C -0.670 -2.063 -8.065
C -3.086 2.388 6.299
C -1.664 1.496 3.195
C -0.550 2.322 -1.970
C 0.415 -2.329 -3.203
C -4.308 -0.991 -2.628
C 2.416 -1.870 1.580
C 5.122 -1.851 4.906
H 0.131 5.472 -5.604
H 2.834 -0.906 1.319
H 5.111 2.546 -3.189
H -1.011 -0.564 -1.000
H -0.784 2.166 -3.037
H -4.861 -7.956 -0.703
H -2.687 1.373 6.236
H 1.086 0.120 0.108
H -1.104 0.800 2.576
H 1.133 -1.527 -3.051
H -2.995 -4.787 1.404
H -0.724 1.199 -6.578
H 1.584 -2.116 0.931
H -2.685 -1.594 -3.516
H 5.329 3.162 -1.577
H 0.218 -1.492 -8.337
H 1.611 5.747 -1.869
H -0.595 7.801 1.557
H -2.278 7.440 1.984
H 1.745 5.679 -5.047
H 5.143 -2.591 -2.755
H -1.043 -8.501 0.999
H 0.824 2.740 2.377
H 0.449 6.623 -4.348
H -1.231 1.015 -4.885
H 0.283 -7.424 1.157
H 0.326 1.677 -1.906
H 3.349 -2.391 -2.592
H 0.852 6.491 -0.451
H -3.723 -9.311 -0.637
H 5.736 -2.664 4.521
H -0.477 -1.760 0.071
H -2.262 3.060 6.524
H -5.024 -1.736 -2.256
H 1.155 -4.400 4.062
H 5.707 1.290 1.074
H 0.712 3.354 5.411
H 3.217 -2.605 1.509
H -6.884 0.912 4.171
H 3.945 1.110 1.144
H -1.499 -1.361 -7.997
H -0.212 3.315 1.129
H -0.602 -2.178 -2.824
H 4.246 -2.143 -4.046
H 4.906 -0.132 1.869
H -4.667 -0.844 -3.656
H 0.960 7.409 -1.940
H 1.416 2.816 0.862
H -4.498 -0.058 -2.094
H 6.019 1.529 -2.123
H -1.569 -0.510 0.708
H 4.776 -1.968 5.935
H 0.679 -3.132 -2.505
H -0.846 -2.825 -8.815
H 1.940 3.809 4.083
H -6.433 1.789 5.576
H 1.538 4.833 5.524
H -2.055 0.138 -6.267
H -1.434 1.830 -1.563
H -2.050 2.219 2.469
H 5.815 -1.008 5.018
H -1.124 2.024 3.979
H -1.688 6.810 0.444
H -3.214 -4.440 -0.357
H -2.129 -3.520 0.567
H -3.714 -8.064 -2.004
H 2.137 -5.343 2.940
H -3.790 2.379 7.131
H -6.665 0.099 5.807
H 2.496 -5.482 4.656
H 0.476 -9.000 0.322
*
```

Gap between HOMO and LUMO   9.75 eV
Maximum force   3.105 eV/A

Entry 3:
Entry from OMol25: an isolated molecule of C3H7O2P (the ωB97M-V functional and the def2-TZVPD basis).

Structure (ORCA input):
```
! wB97M-V def2-TZVPD RIJCOSX def2/J DEFGRID3
* xyz 0 1
P 0.626 0.445 0.807
O 1.935 -1.104 -0.928
O -0.251 -0.761 0.105
C -1.443 -1.389 0.477
C 2.057 -0.214 -0.151
C -0.053 1.754 -0.428
H -1.108 1.481 -0.548
H -2.240 -0.691 0.729
H 0.440 1.604 -1.377
H -1.567 -2.244 -0.174
H 2.914 0.261 0.171
H -0.068 2.792 -0.074
H -1.240 -1.933 1.391
*
```

Gap between HOMO and LUMO   9.37 eV
Maximum force   3.179 eV/A

Entry 4:
Entry from OMol25: a structure of composition C28H20AuF2N2O2S2 (the ωB97M-V functional and the def2-TZVPD basis).

Structure (ORCA input):
```
! wB97M-V def2-TZVPD RIJCOSX def2/J DEFGRID3
* xyz 1 1
Au -0.257 -0.751 1.563
S -2.815 0.528 0.334
S 0.020 1.016 -1.178
F -3.051 -2.834 5.566
F 0.456 0.026 6.663
O -1.681 -2.058 1.031
O 0.418 -0.271 -0.415
N 1.199 0.345 2.485
N -2.172 -1.990 -0.224
C -0.609 -1.251 -4.451
C 2.172 0.978 1.820
C 2.581 0.992 -2.292
C -2.690 -3.215 -2.166
C -0.265 -0.606 5.727
C -1.303 -1.410 6.148
C 2.077 1.117 4.547
C -2.861 -0.868 -0.604
C -1.387 1.240 -3.477
C -2.042 -2.056 5.179
C 1.138 0.377 3.839
C -1.825 0.814 -4.721
C 1.815 3.027 -1.221
C -1.787 -1.930 3.819
C -3.482 -2.131 -2.588
C 1.597 1.719 -1.632
C -0.163 -0.839 -3.205
C 4.031 2.905 -2.135
C -0.548 0.410 -2.747
C 3.068 1.796 3.860
C -0.739 -1.124 3.455
C -2.049 -3.113 -0.971
C 0.054 -0.435 4.383
C 3.042 3.624 -1.481
C 3.127 1.721 2.477
C 3.802 1.592 -2.537
C -1.431 -0.426 -5.207
C -3.557 -0.995 -1.835
H -4.029 -2.196 -3.519
H 4.578 1.040 -3.052
H -1.453 -3.889 -0.516
H 1.032 3.571 -0.707
H 0.452 -1.481 -2.588
H -1.774 -0.756 -6.179
H 3.800 2.373 4.409
H -4.150 -0.148 -2.146
H 3.222 4.646 -1.176
H -1.526 -1.523 7.199
H -1.704 2.194 -3.072
H -0.319 -2.221 -4.832
H -2.480 1.446 -5.306
H -2.604 -4.122 -2.745
H 3.897 2.222 1.908
H 2.171 0.863 0.747
H 2.029 1.151 5.622
H 4.987 3.369 -2.340
H -2.403 -2.439 3.093
H 2.394 -0.026 -2.609
*
```

Gap between HOMO and LUMO   7.05 eV
Maximum force   0.452 eV/A

Entry 5:
Entry from OMol25: an isolated molecule of C5H14N2O (the ωB97M-V functional and the def2-TZVPD basis).

Structure (ORCA input):
```
! wB97M-V def2-TZVPD RIJCOSX def2/J DEFGRID3
* xyz 0 1
O -0.430 -0.852 -2.947
N -0.990 -0.368 -0.761
N 1.390 0.016 1.517
C -0.041 -1.131 -1.590
C -0.373 0.806 -0.180
C 1.387 -1.445 1.436
C -1.309 2.066 -0.138
C -0.018 0.568 1.337
H -0.257 -2.185 -1.508
H -0.774 2.828 -0.701
H 0.199 -0.856 -3.659
H -1.404 2.511 0.846
H 1.006 -0.909 -1.399
H 1.586 -1.959 2.365
H -0.062 1.489 1.900
H -0.653 -0.179 1.829
H 1.595 0.366 2.445
H 2.144 -1.773 0.706
H -2.310 1.968 -0.550
H -1.793 -0.214 -1.344
H 0.471 -1.787 0.934
H 0.638 1.041 -0.536
*
```

Gap between HOMO and LUMO   9.66 eV
Maximum force   3.257 eV/A

Entry 6:
Entry from OMol25: a cluster of 5 separate species, H10O4S2 in total (the ωB97M-V functional and the def2-TZVPD basis).

Structure (ORCA input):
```
! wB97M-V def2-TZVPD RIJCOSX def2/J DEFGRID3
* xyz 0 1
S -1.078 -4.140 -1.020
S -1.498 -3.230 -2.870
O -0.058 -0.864 2.589
O 1.596 3.589 2.564
O -1.760 -0.798 0.116
O 1.815 3.009 -2.188
H -0.629 -1.156 1.886
H -2.617 -0.555 -0.256
H 0.637 -1.523 2.499
H 1.953 3.934 -2.341
H -1.057 -0.403 -0.402
H 0.847 3.191 2.084
H -0.930 -2.955 -0.425
H 2.058 2.775 2.795
H 1.344 3.048 -1.372
H -0.624 -3.920 -3.658
*
```

Gap between HOMO and LUMO   9.12 eV
Maximum force   1.229 eV/A